C47H57AsCsF6N8O3SSi2Te | the ωB97M-V functional and the def2-TZVPD basis

Geometry (Å):
Cs 2.37 -0.18 1.28
C 0.82 2.08 3.86
N -0.18 2.30 2.83
C -1.41 1.56 2.98
C -1.26 0.12 3.40
N -0.38 -0.73 2.96
C -0.61 -1.91 3.65
C 0.05 -3.13 3.59
C -0.40 -4.15 4.41
C -1.48 -3.97 5.27
C -2.15 -2.76 5.35
C -1.69 -1.74 4.53
N -2.09 -0.43 4.34
C 2.17 2.56 3.42
N 2.46 3.04 2.24
C 3.84 3.24 2.28
C 4.70 3.74 1.31
C 6.05 3.81 1.61
C 6.54 3.39 2.86
C 5.70 2.90 3.84
C 4.34 2.84 3.53
N 3.24 2.43 4.25
H 0.95 1.03 4.15
H 0.54 2.62 4.77
H 0.19 2.27 1.89
H -1.94 1.60 2.03
H -2.05 2.05 3.73
H 0.90 -3.27 2.93
H 0.11 -5.11 4.39
H -1.80 -4.79 5.91
H -2.98 -2.62 6.03
H -2.80 0.06 4.85
H 4.32 4.04 0.34
H 6.75 4.19 0.88
H 7.60 3.45 3.05
H 6.07 2.57 4.80
H 3.22 1.83 5.08
F -4.38 -1.61 -1.61
C -3.21 -2.04 -2.14
C -2.07 -1.85 -1.42
C -0.86 -2.31 -1.95
C 0.38 -1.77 -1.34
O 0.27 -0.93 -0.46
C 1.61 -2.32 -1.89
C 1.52 -3.21 -2.90
N 0.36 -3.60 -3.53
C 0.43 -4.40 -4.72
C -0.23 -5.75 -4.71
C 1.27 -5.64 -4.70
C -0.85 -3.07 -3.11
C -2.03 -3.18 -3.87
C -3.20 -2.59 -3.42
N -4.24 -2.36 -4.39
C -5.60 -2.81 -4.21
C -6.52 -1.80 -3.52
N -6.39 -0.46 -4.19
C -4.96 0.03 -4.34
C -4.16 -1.06 -5.04
C 3.00 -1.86 -1.46
O 3.88 -2.72 -1.39
O 3.09 -0.62 -1.23
H -2.07 -1.27 -0.50
H 2.43 -3.65 -3.30
H 0.39 -3.84 -5.65
H -0.72 -6.08 -5.62
H -0.71 -6.04 -3.79
H 1.82 -5.88 -5.60
H 1.77 -5.87 -3.77
H -2.02 -3.62 -4.86
H -5.62 -3.75 -3.65
H -6.02 -3.02 -5.21
H -6.24 -1.65 -2.48
H -7.57 -2.09 -3.58
H -6.92 0.24 -3.68
H -6.80 -0.52 -5.13
H -4.56 0.29 -3.36
H -5.00 0.93 -4.94
H -3.12 -0.74 -5.08
H -4.52 -1.16 -6.08
C -3.67 4.55 -0.03
Si -4.48 2.93 -0.57
C -5.64 3.40 -2.00
C -5.63 2.40 0.84
As -3.06 1.18 -1.00
Si -1.38 2.31 -2.13
C -0.30 1.03 -2.99
C -0.19 3.40 -1.14
C -2.05 3.46 -3.48
H -4.43 5.27 0.29
H -3.11 5.00 -0.85
H -2.98 4.38 0.80
H -6.31 4.22 -1.72
H -6.26 2.53 -2.28
H -5.08 3.70 -2.88
H -6.51 3.04 0.92
H -5.09 2.45 1.80
H -5.95 1.36 0.71
H 0.28 0.47 -2.25
H 0.42 1.52 -3.66
H -0.89 0.33 -3.58
H 0.50 2.85 -0.51
H -0.72 4.13 -0.52
H 0.42 3.97 -1.86
H -2.74 2.92 -4.14
H -1.24 3.88 -4.09
H -2.61 4.30 -3.05
F 7.78 -2.65 5.67
C 6.57 -2.09 5.82
C 6.32 -1.21 6.85
F 7.31 -0.90 7.71
C 5.06 -0.65 7.00
F 4.90 0.19 8.04
C 3.99 -0.93 6.15
S 2.40 -0.28 6.40
C 4.29 -1.82 5.12
F 3.36 -2.16 4.21
C 5.54 -2.40 4.95
F 5.76 -3.25 3.94
C 6.09 3.31 -2.28
Te 4.71 1.68 -2.06
C 5.93 0.67 -0.65
H 7.06 2.95 -2.62
H 6.21 3.85 -1.35
H 5.68 3.99 -3.03
H 5.91 1.19 0.31
H 6.95 0.61 -1.02
H 5.51 -0.33 -0.56

Output
M, g mol⁻¹: 1319.68
Charge: -1
Energy relative to the best compared isomer or geometry (same formula, charge and spin), kcal per mole: 7.1
Spin multiplicity: 1
Energy, eV: -179305.565
HOMO, eV: -3.94